A single C18H21N5OS molecule in a non-equilibrium geometry. Source: the Open Molecules 2025 dataset; level of theory: the ωB97M-V functional and the def2-TZVPD basis.

```
46
Properties=species:S:1:pos:R:3
N 3.94649 3.47026 1.70953
C 2.75321 3.11756 2.26050
O 2.56039 3.67171 3.33062
C 1.75189 2.20460 1.76059
C 2.04331 1.30922 0.72056
N 3.22795 1.35324 0.09997
C 3.57710 0.31550 -0.69522
N 2.74277 -0.63289 -1.08727
C 1.56443 -0.63465 -0.55330
N 0.82758 -1.69702 -1.03120
C -0.08650 -1.28258 -2.11571
C 0.44491 -1.89673 -3.40912
C -0.52995 -1.77178 -4.54142
C -1.88091 -2.39695 -4.18779
N -2.42652 -1.64227 -3.05752
C -1.56964 -1.73301 -1.84565
C 1.12494 0.31397 0.37816
C -0.09253 0.18055 1.01190
C -0.61599 1.26524 1.94811
C -1.63341 0.69894 2.94578
C -2.86197 1.25697 3.10827
C -3.66237 0.54255 4.03871
C -3.02127 -0.49364 4.64762
S -1.38347 -0.67416 4.02271
C 0.54157 1.99357 2.63142
H 4.64175 3.95141 2.28984
H 4.24313 2.85209 0.92853
H 4.55618 0.36358 -1.13050
H 1.47471 -2.45919 -1.27615
H -0.09078 -0.16819 -2.24570
H 1.43285 -1.44315 -3.60553
H 0.61810 -2.98157 -3.24993
H -0.68671 -0.68949 -4.72983
H -0.12751 -2.21584 -5.48171
H -1.72245 -3.49314 -3.99949
H -2.53812 -2.29390 -5.07089
H -3.36572 -1.94890 -2.81492
H -2.00006 -1.11918 -1.05805
H -1.58874 -2.74715 -1.41911
H -0.75042 -0.64959 0.82355
H -1.16112 2.02861 1.36278
H -3.17476 2.12206 2.54727
H -4.72553 0.71831 4.19749
H -3.46786 -1.17148 5.32790
H 0.21987 2.98162 2.93997
H 0.87118 1.52486 3.57427
```

Computed properties:
LUMO level: -1.451 eV
E_tot: -1445.66412 Ha
HOMO: -7.831 eV
SMILES: NC(=O)C1=c2ncnc(N[C@H]3CCCNC3)c2=C[C@@H](c2cccs2)C1
Frontier orbital gap: 6.38 eV
Energy above the lowest of the compared OMol25 structures with the same formula, charge and spin: 46.8 kcal per mole

The computed natural (NBO) charges, all in e, follow: number 1, N, carries -0.83; number 2, C, carries 0.62; number 3, O, carries -0.64; number 4, C, carries -0.07; number 5, C, carries 0.15; number 6, N, carries -0.50; number 7, C, carries 0.30; number 8, N, carries -0.54; number 9, C, carries 0.52; number 10, N, carries -0.63; number 11, C, carries -0.05; number 12, C, carries -0.41; number 13, C, carries -0.41; number 14, C, carries -0.22; number 15, N, carries -0.63; number 16, C, carries -0.23; number 17, C, carries -0.22; number 18, C, carries 0.00; number 19, C, carries -0.30; number 20, C, carries -0.16; number 21, C, carries -0.27; number 22, C, carries -0.25; number 23, C, carries -0.39; number 24, S, carries 0.40; number 25, C, carries -0.43; number 26, H, carries 0.41; number 27, H, carries 0.42; number 28, H, carries 0.19; number 29, H, carries 0.40; number 30, H, carries 0.20; number 31, H, carries 0.23; number 32, H, carries 0.19; number 33, H, carries 0.21; number 34, H, carries 0.21; number 35, H, carries 0.16; number 36, H, carries 0.21; number 37, H, carries 0.37; number 38, H, carries 0.20; number 39, H, carries 0.17; number 40, H, carries 0.22; number 41, H, carries 0.24; number 42, H, carries 0.23; number 43, H, carries 0.23; number 44, H, carries 0.23; number 45, H, carries 0.26; number 46, H, carries 0.24

A molecular structure, C18H21N6O2SSiTi in a non-equilibrium geometry. Source: the Open Molecules 2025 dataset; level of theory: the ωB97M-V functional and the def2-TZVPD basis.

```
50
Properties=species:S:1:pos:R:3
Ti 10.92516 10.78004 5.28416
O 5.52386 15.25382 4.48867
N 6.63704 15.77177 4.40704
O 6.85984 16.99240 4.14765
C 7.88283 15.03963 4.68752
C 9.06735 15.75323 4.83125
C 10.26537 15.04516 5.10867
C 11.48742 15.59174 5.51301
C 12.55714 14.74966 5.89102
C 12.35228 13.40243 5.97067
N 11.23949 12.76932 5.51449
C 10.20599 13.59046 5.12340
C 9.02241 12.91390 4.80535
N 9.09514 11.53895 4.56227
C 7.97138 10.88592 4.12645
C 6.78411 11.54187 3.90442
C 6.62220 12.90699 4.19214
C 7.79024 13.56581 4.65132
H 9.02720 16.85744 4.74176
H 11.60438 16.71724 5.52332
H 13.58448 15.13797 5.96149
H 13.11116 12.73401 6.43194
H 8.05060 9.80425 3.86206
H 5.99380 10.91430 3.56327
H 5.67442 13.42063 4.05380
N 10.70263 9.11050 4.04749
N 9.61907 8.23742 4.41568
C 9.41929 8.08905 5.76059
N 8.72634 6.99168 6.10139
S 10.13992 9.14296 6.94047
H 10.57044 9.36421 3.06550
H 11.66922 8.69404 4.21694
H 9.41692 7.43444 3.83170
H 7.95771 6.63848 5.50855
H 8.63328 6.86953 7.06999
C 16.61648 9.60186 3.41587
Si 15.61058 9.19322 4.98295
C 16.81732 9.69829 6.32664
C 15.41500 7.39194 5.11612
C 13.89427 9.95874 5.14372
C 12.75562 10.44753 5.00326
H 17.62884 9.13702 3.32283
H 16.58973 10.67878 3.17716
H 15.96181 9.22068 2.53390
H 17.50627 8.84416 6.46373
H 16.39307 9.91830 7.31012
H 17.32190 10.58213 5.99556
H 14.95022 7.12476 4.13359
H 14.87797 7.02813 6.00066
H 16.37426 6.94054 5.05899
```

Computed properties:
Net charge: +1
2S+1: 3
LUMO level (alpha / beta): -3.777 / -3.556 eV
E_tot: -2714.32070 Ha
HOMO (alpha / beta): -8.623 / -11.680 eV
Frontier orbital gap (alpha / beta): 4.85 / 8.12 eV

The computed natural (NBO) charges, all in e, follow: number 1, Ti, carries 1.28; number 2, O, carries -0.35; number 3, N, carries 0.50; number 4, O, carries -0.38; number 5, C, carries 0.05; number 6, C, carries -0.11; number 7, C, carries -0.11; number 8, C, carries -0.08; number 9, C, carries -0.29; number 10, C, carries 0.10; number 11, N, carries -0.59; number 12, C, carries 0.15; number 13, C, carries 0.19; number 14, N, carries -0.63; number 15, C, carries 0.02; number 16, C, carries -0.25; number 17, C, carries -0.17; number 18, C, carries -0.07; number 19, H, carries 0.28; number 20, H, carries 0.24; number 21, H, carries 0.25; number 22, H, carries 0.23; number 23, H, carries 0.20; number 24, H, carries 0.23; number 25, H, carries 0.27; number 26, N, carries -0.67; number 27, N, carries -0.45; number 28, C, carries 0.35; number 29, N, carries -0.76; number 30, S, carries -0.09; number 31, H, carries 0.42; number 32, H, carries 0.45; number 33, H, carries 0.41; number 34, H, carries 0.42; number 35, H, carries 0.43; number 36, C, carries -1.10; number 37, Si, carries 1.59; number 38, C, carries -1.10; number 39, C, carries -1.13; number 40, C, carries -0.37; number 41, C, carries -0.56; number 42, H, carries 0.26; number 43, H, carries 0.25; number 44, H, carries 0.23; number 45, H, carries 0.25; number 46, H, carries 0.24; number 47, H, carries 0.24; number 48, H, carries 0.23; number 49, H, carries 0.25; number 50, H, carries 0.25

A molecular structure, C18H21N8NiOS3. Source: the Open Molecules 2025 dataset; level of theory: the ωB97M-V functional and the def2-TZVPD basis.

```
52
Properties=species:S:1:pos:R:3
Ni -0.15634 -0.08794 -0.02392
C 1.96382 1.41724 4.01952
N 1.13303 0.24576 3.78166
C 1.24538 -0.95751 4.45761
C 0.33272 -1.80061 3.94066
N -0.32779 -1.10002 2.94118
C 0.15695 0.16472 2.85831
S -0.43670 1.36883 1.81356
C -1.47073 -1.52775 2.21192
C -2.56627 -1.91443 2.87190
C -3.79444 -2.16890 2.14678
C -3.84427 -2.01237 0.82370
C -2.65427 -1.65693 0.01662
N -1.34572 -1.43617 0.81884
H 1.81906 1.77391 5.03709
H 1.66530 2.18631 3.31218
H 3.00898 1.15713 3.85932
H 1.97257 -1.10457 5.23554
H 0.09101 -2.82160 4.17328
H -2.56467 -1.90807 3.95256
H -4.68416 -2.42996 2.70336
H -4.76793 -2.12808 0.27169
H -3.42569 -0.02830 -0.61033
N 2.89994 -1.67878 1.46281
C 3.04819 -0.45037 0.86977
N 2.07706 0.16212 0.26354
C 2.49667 1.38534 -0.22064
C 3.77809 1.71476 0.05477
S 4.52711 0.44028 0.94615
C 1.51674 2.11808 -1.02515
C 1.68820 3.26062 -1.72141
S 0.24615 3.64768 -2.58874
C -0.50528 2.23914 -1.94410
N 0.26073 1.54213 -1.14738
N -1.79659 1.89562 -2.19469
H 2.09797 -2.18846 1.12145
H 3.73011 -2.24004 1.56463
H 4.32837 2.59540 -0.22896
H 2.56404 3.88198 -1.79364
H -2.26207 2.32750 -2.97457
H -2.02001 0.92421 -2.02401
N -1.82312 -3.94079 0.33534
C -1.59649 -2.65650 -0.15339
O -2.93624 -0.76918 -0.99636
C -0.59709 -2.58416 -1.27612
C -0.08918 -1.16988 -1.54573
H -2.49927 -4.03469 1.07727
H -0.98886 -4.48594 0.48972
H -1.03520 -3.06665 -2.15370
H 0.23772 -3.22665 -0.97041
H -0.66903 -0.70266 -2.34410
H 0.94658 -1.21368 -1.89165
```

Computed properties:
Net charge: +1
LUMO level (alpha / beta): -2.437 / -2.437 eV
E_tot: -3914.50182 Ha
HOMO (alpha / beta): -10.541 / -10.545 eV
Frontier orbital gap (alpha / beta): 8.10 / 8.11 eV
Energy above the lowest of the compared OMol25 structures with the same formula, charge and spin: 0.0 kcal per mole

The computed natural (NBO) charges, all in e, follow: number 1, Ni, carries 0.84; number 2, C, carries -0.41; number 3, N, carries -0.35; number 4, C, carries -0.05; number 5, C, carries -0.07; number 6, N, carries -0.40; number 7, C, carries 0.30; number 8, S, carries -0.24; number 9, C, carries 0.37; number 10, C, carries -0.27; number 11, C, carries -0.20; number 12, C, carries -0.25; number 13, C, carries 0.40; number 14, N, carries -0.55; number 15, H, carries 0.22; number 16, H, carries 0.25; number 17, H, carries 0.22; number 18, H, carries 0.24; number 19, H, carries 0.25; number 20, H, carries 0.24; number 21, H, carries 0.24; number 22, H, carries 0.25; number 23, H, carries 0.49; number 24, N, carries -0.81; number 25, C, carries 0.25; number 26, N, carries -0.56; number 27, C, carries 0.09; number 28, C, carries -0.42; number 29, S, carries 0.41; number 30, C, carries 0.20; number 31, C, carries -0.45; number 32, S, carries 0.44; number 33, C, carries 0.26; number 34, N, carries -0.57; number 35, N, carries -0.80; number 36, H, carries 0.40; number 37, H, carries 0.40; number 38, H, carries 0.25; number 39, H, carries 0.25; number 40, H, carries 0.41; number 41, H, carries 0.42; number 42, N, carries -0.80; number 43, C, carries 0.29; number 44, O, carries -0.69; number 45, C, carries -0.44; number 46, C, carries -0.64; number 47, H, carries 0.39; number 48, H, carries 0.38; number 49, H, carries 0.24; number 50, H, carries 0.20; number 51, H, carries 0.18; number 52, H, carries 0.20

A molecular structure, C18H21NO3S in a non-equilibrium geometry. Source: the Open Molecules 2025 dataset; level of theory: the ωB97M-V functional and the def2-TZVPD basis.

```
44
Properties=species:S:1:pos:R:3
O -1.19463 -2.89508 0.11286
C -0.51258 -1.83891 0.08283
N -1.06660 -0.55995 -0.25958
H -0.66207 0.18136 -0.10235
C -2.60285 -0.70334 -0.70609
H -2.79109 -0.01297 -1.41106
H -3.10181 -1.65882 -0.57351
C -3.42840 0.15325 0.47233
C -4.90807 0.30090 0.13049
C -5.69290 -0.83419 0.38875
C -7.11853 -0.47456 0.04677
C -7.63267 0.60339 -0.62472
C -6.63929 1.38932 -0.81472
C -5.31216 1.54221 -0.29460
H -4.67058 2.27267 -0.59908
H -7.09205 2.46348 -1.00473
H -8.52979 0.43570 -0.75745
H -7.76892 -1.56121 0.25171
H -5.26416 -1.60318 0.76417
H -3.33412 -0.44304 1.60311
H -3.01425 1.10604 0.71097
C 0.68193 -1.65368 0.67895
C 1.67925 -0.76248 -0.29661
H 2.64463 -1.19388 -0.20166
H 1.29832 -0.59114 -1.60418
S 1.89507 0.82093 0.35702
O 2.20793 0.49672 1.74204
O 0.61788 1.67438 0.07123
C 3.06600 1.60480 -0.46067
C 4.42019 0.78984 -0.41061
C 5.10064 0.88212 0.66660
C 6.18303 -0.05110 0.70144
C 6.68332 -0.72907 -0.23573
C 5.93651 -0.84294 -1.47532
C 4.79524 0.00893 -1.56060
H 4.33130 0.31802 -2.46336
H 6.32319 -1.28444 -2.47397
H 7.53107 -1.36816 0.09716
H 6.73398 -0.02252 1.77947
H 4.62307 1.46935 1.65786
H 2.84996 1.67235 -1.42516
H 3.10164 2.68815 0.14020
H 0.73902 -1.40201 1.57517
H 1.12614 -2.91511 0.57307
```

Computed properties:
LUMO level: 0.336 eV
E_tot: -1376.67398 Ha
HOMO: -8.932 eV
Frontier orbital gap: 9.27 eV
Energy above the lowest of the compared OMol25 structures with the same formula, charge and spin: 337.6 kcal per mole

The computed natural (NBO) charges, all in e, follow: number 1, O, carries -0.61; number 2, C, carries 0.63; number 3, N, carries -0.60; number 4, H, carries 0.38; number 5, C, carries -0.22; number 6, H, carries 0.20; number 7, H, carries 0.26; number 8, C, carries -0.40; number 9, C, carries 0.00; number 10, C, carries -0.23; number 11, C, carries -0.10; number 12, C, carries -0.31; number 13, C, carries -0.12; number 14, C, carries -0.25; number 15, H, carries 0.22; number 16, H, carries 0.18; number 17, H, carries 0.22; number 18, H, carries 0.18; number 19, H, carries 0.20; number 20, H, carries 0.19; number 21, H, carries 0.21; number 22, C, carries -0.40; number 23, C, carries -0.69; number 24, H, carries 0.25; number 25, H, carries 0.27; number 26, S, carries 2.15; number 27, O, carries -0.94; number 28, O, carries -0.97; number 29, C, carries -0.74; number 30, C, carries -0.05; number 31, C, carries -0.18; number 32, C, carries -0.18; number 33, C, carries -0.25; number 34, C, carries -0.17; number 35, C, carries -0.24; number 36, H, carries 0.22; number 37, H, carries 0.23; number 38, H, carries 0.24; number 39, H, carries 0.21; number 40, H, carries 0.25; number 41, H, carries 0.25; number 42, H, carries 0.30; number 43, H, carries 0.24; number 44, H, carries 0.22